DFT (ωB97M-V/def2-TZVPD) results for C17H23NO3 in the gas phase.

```
44
Properties=species:S:1:pos:R:3:forces:R:3
C -2.84957 3.51591 -3.30788 0.042 0.219 -0.065
H -2.04395 3.57835 -4.04685 -0.020 0.001 0.041
O -3.05587 2.19323 -2.87802 0.023 -0.342 0.136
C -2.03075 1.54299 -2.25849 0.047 -0.074 0.057
C -0.77997 2.08532 -1.99690 -0.275 0.275 -0.221
C 0.18610 1.32845 -1.35182 -0.016 -0.305 0.124
C -0.06515 0.02614 -0.94707 0.051 0.163 -0.126
C -1.31875 -0.51485 -1.23352 0.021 0.180 -0.087
C -2.28738 0.22668 -1.87069 -0.081 0.137 -0.089
H -3.25711 -0.19197 -2.08829 -0.129 -0.058 -0.023
H -1.53046 -1.53656 -0.95378 -0.074 -0.129 0.027
C 0.97649 -0.85721 -0.29948 0.047 -0.326 -0.028
C 0.33872 -1.81031 0.71998 0.023 0.215 -0.134
O 0.52546 -3.01250 0.67241 0.134 -0.333 -0.133
N -0.42860 -1.26995 1.69769 -0.248 -0.109 0.327
C -0.68948 0.11978 1.98772 0.200 0.358 0.329
H -0.24729 0.77157 1.24037 -0.054 0.003 0.086
C -0.13685 0.45194 3.38126 -0.072 0.165 -0.352
H -0.39772 1.47307 3.66414 0.060 -0.018 -0.065
O -0.69321 -0.38434 4.36662 -0.090 0.043 0.148
C -0.43735 -1.74329 4.08275 -0.136 -0.254 -0.192
H -0.91716 -2.31591 4.87742 0.065 -0.034 -0.056
C -0.99633 -2.13748 2.71411 0.148 -0.209 0.295
H -0.73373 -3.16709 2.46979 -0.092 0.113 0.062
H -2.08563 -2.01984 2.71370 0.030 -0.027 0.021
H 0.64700 -1.93157 4.10122 -0.073 -0.015 -0.001
H 0.95943 0.34468 3.37215 -0.063 0.034 -0.019
H -1.77591 0.27549 1.98950 0.080 0.069 -0.052
C 1.66590 -1.67422 -1.41213 0.110 -0.049 -0.002
C 2.74634 -0.73936 -1.93454 -0.021 -0.036 -0.019
C 3.30466 -0.08147 -0.66972 0.057 0.086 -0.094
H 4.15821 -0.64965 -0.30031 0.040 0.039 0.015
C 2.16186 -0.11618 0.36291 0.033 0.059 0.071
H 1.88555 0.88448 0.69372 -0.033 0.006 0.075
H 2.47650 -0.67470 1.24634 -0.025 0.058 0.037
H 3.64420 0.93634 -0.86195 0.084 0.011 0.030
H 2.29913 0.00955 -2.59030 0.048 0.025 -0.055
H 3.51416 -1.26878 -2.49651 -0.006 0.022 -0.086
H 2.10581 -2.56787 -0.96855 -0.019 0.001 -0.017
H 0.96137 -1.98286 -2.18278 -0.032 -0.092 0.025
H 1.14855 1.78257 -1.17269 0.142 0.039 0.064
H -0.53684 3.09401 -2.29262 -0.025 0.092 -0.040
H -3.78543 3.82515 -3.77065 0.089 0.026 0.023
H -2.62494 4.18224 -2.46828 0.007 -0.030 -0.037
```
Forces are in eV/Å.

Summary:
HOMO energy, eV: -8.43
Total charge: 0
SMILES string: COc1ccc(C2(C(=O)N3CCOCC3)CCCC2)cc1
Gap between HOMO and LUMO, eV: 9.1

=====

DFT (ωB97M-V/def2-TZVPD) results for 11 unconnected molecules or ions with the total composition C37H60N7O4S3 at a distorted geometry.

```
111
Properties=species:S:1:pos:R:3:forces:R:3
C -1.39346 -0.94093 -0.43013 -0.211 -0.215 -0.434
C -0.13559 -0.23299 0.05693 0.905 0.559 0.328
C 0.05477 -0.43506 1.57731 -0.844 0.112 0.352
O 0.96129 -0.64729 -0.67545 0.239 -0.337 -0.238
H -2.30798 -0.82012 0.16266 0.131 0.376 0.140
H -1.19189 -2.01765 -0.46987 0.097 0.039 -0.026
H -1.59350 -0.61857 -1.45693 -0.051 -0.127 0.050
H -0.24175 0.86764 -0.08790 -0.395 -0.083 0.012
H -0.52660 -1.29457 1.93189 0.350 -0.190 0.002
H -0.37237 0.39082 2.15450 0.040 0.150 -0.072
H 1.09649 -0.53170 1.87777 0.088 -0.092 -0.250
C 2.47840 -2.04507 -3.16778 0.105 -0.074 -0.137
S 2.72596 -2.80729 -4.78195 -0.191 -0.768 0.396
O 3.54786 -4.03447 -4.53473 0.340 0.266 -0.174
C 1.05088 -3.48219 -4.87050 -0.948 0.575 0.011
H 1.56751 -1.45232 -3.22759 0.111 0.177 0.295
H 3.34976 -1.46492 -2.86956 -0.055 0.231 -0.254
H 2.37595 -2.85898 -2.45116 -0.260 -0.074 -0.094
H 0.68275 -3.62430 -3.85423 0.181 -0.403 0.012
H 1.05292 -4.40542 -5.44175 0.334 -0.082 0.089
H 0.32188 -2.80802 -5.33332 0.352 0.215 -0.094
C 3.95491 -0.53365 3.49692 -1.475 0.012 0.641
S 3.43163 -1.18041 5.10259 0.461 -0.269 -0.097
O 4.22721 -0.45576 6.13446 -0.230 0.127 0.158
C 1.77436 -0.48681 5.01656 -0.134 0.484 -1.074
H 4.97938 -0.80731 3.29137 0.012 -0.029 -0.156
H 3.75638 0.53740 3.52341 0.509 0.110 -0.019
H 3.19971 -0.94742 2.82487 0.539 -0.227 -0.441
H 1.84867 0.55193 4.67849 0.020 0.172 0.655
H 1.21147 -0.62357 5.93228 0.172 0.077 0.156
H 1.23487 -0.94047 4.17884 0.086 -0.478 0.245
C -3.62309 -3.42799 1.09431 0.434 0.156 0.175
S -5.02586 -2.84327 2.03877 -0.406 -0.598 -0.036
O -4.48358 -2.24488 3.28718 -0.003 0.158 -0.018
C -5.61379 -1.54067 0.96252 -0.850 0.543 0.150
H -3.33110 -4.37738 1.53942 -0.091 -0.093 -0.105
H -2.78532 -2.74313 1.22459 -0.117 0.157 -0.055
H -3.85773 -3.54053 0.03776 -0.093 -0.078 0.030
H -5.88430 -1.95205 -0.01087 0.546 -0.011 -0.143
H -4.99506 -0.64356 0.95342 0.354 -0.264 -0.306
H -6.58167 -1.21205 1.35561 0.137 -0.122 0.332
N -5.54173 1.03187 -2.27948 0.207 0.166 0.310
C -5.76506 2.35051 -2.58894 -0.377 -0.343 0.031
C -4.60099 3.02759 -2.37718 0.612 0.080 -0.346
C -3.61960 2.08619 -1.95360 -0.231 0.185 0.449
C -4.25000 0.88040 -1.84539 -0.275 -0.494 -0.075
H -6.23355 0.31051 -2.18987 -0.101 0.124 -0.160
H -6.73994 2.64588 -2.93645 0.054 0.218 0.000
H -4.37532 4.06546 -2.55489 -0.296 0.061 -0.058
H -2.59589 2.31568 -1.70692 0.016 -0.092 0.061
H -3.94520 -0.09339 -1.49582 0.285 0.105 -0.022
N 1.41496 -3.31099 0.51739 -0.087 -0.382 -0.615
C 2.41818 -4.18032 0.17445 -0.207 0.673 0.349
C 2.27709 -5.30844 0.93843 0.483 -0.167 0.229
C 1.11960 -5.14274 1.74533 -0.173 -0.056 -0.448
C 0.59171 -3.91891 1.41305 -0.121 0.134 0.111
H 1.24796 -2.40411 0.06105 -0.070 0.242 -0.093
H 3.14296 -3.87808 -0.56223 0.186 -0.159 0.097
H 3.01220 -6.09582 0.99929 -0.192 -0.173 -0.141
H 0.66327 -5.87151 2.39420 0.091 0.028 0.124
H -0.34609 -3.46119 1.67940 0.103 0.048 0.260
N -1.95025 0.17974 -4.09276 0.692 0.343 -0.004
C -0.59746 0.20106 -4.29481 0.109 -0.580 0.165
C -0.36087 0.00113 -5.62469 -0.365 0.127 -0.519
C -1.63494 -0.08913 -6.26159 0.062 0.469 -0.056
C -2.59241 0.07293 -5.29426 -0.163 -0.359 0.186
H -2.34424 0.35802 -3.18606 -0.372 0.027 -0.248
H 0.07469 0.29131 -3.45998 0.022 0.026 -0.010
H 0.57409 -0.01657 -6.15944 0.173 -0.025 0.269
H -1.80170 -0.12063 -7.32624 -0.092 -0.199 0.021
H -3.66821 0.09230 -5.33898 -0.007 0.007 -0.080
N 2.39872 5.34654 2.08202 -0.210 -0.717 0.579
C 1.63776 5.31219 3.22447 -0.061 0.334 0.142
C 0.97040 4.12170 3.26856 -0.468 -0.082 -0.573
C 1.26225 3.41462 2.05156 0.392 0.309 1.098
C 2.22960 4.14969 1.43343 -0.635 0.837 -1.730
H 2.89013 6.12855 1.69298 0.108 -0.011 0.199
H 1.55516 6.14762 3.89966 0.271 0.008 0.011
H 0.27049 3.83567 4.03562 -0.002 -0.068 0.033
H 0.78872 2.52082 1.68302 0.217 -0.208 0.098
H 2.57297 4.09109 0.40893 0.262 -0.308 0.150
N -3.98147 0.31935 4.40193 0.750 -0.125 0.418
C -3.30802 0.70693 3.27887 -0.208 0.207 -0.187
C -2.63165 1.86729 3.54892 -0.471 0.180 -0.252
C -2.89111 2.19482 4.91071 0.262 -0.162 -0.186
C -3.63921 1.16992 5.42079 -0.968 0.532 0.063
H -4.40752 -0.58506 4.52602 0.032 -0.053 -0.254
H -3.41793 0.19696 2.33812 0.109 -0.205 0.107
H -2.15944 2.45573 2.77862 0.267 0.077 0.188
H -2.63647 3.09865 5.43892 0.244 -0.073 0.019
H -4.13455 1.12529 6.37736 0.146 -0.250 0.064
N 1.74109 1.72915 -2.12325 -0.558 0.242 -0.026
C 0.84943 2.64766 -2.59501 -0.355 -0.279 -0.756
C 1.48400 3.44805 -3.50214 0.400 0.841 0.676
C 2.87388 3.12576 -3.42769 -0.576 -0.220 -0.644
C 2.96821 2.00257 -2.64465 0.625 0.356 0.489
H 1.43482 0.85950 -1.67695 0.263 -0.434 0.669
H -0.20155 2.63384 -2.35654 0.025 -0.261 0.106
H 1.02098 4.25655 -4.04604 0.079 0.040 0.013
H 3.66059 3.66997 -3.92261 0.158 -0.209 -0.021
H 3.84998 1.51190 -2.26197 -0.052 -0.215 -0.168
N 3.66273 -0.01802 0.24888 0.105 -0.106 -1.176
C 4.89568 -0.59046 0.16343 0.514 0.148 0.292
C 5.81790 0.33164 0.59960 0.071 0.275 0.044
C 5.11067 1.53400 0.86786 -0.268 0.427 -0.148
C 3.78875 1.30344 0.57958 -0.142 -0.897 0.417
H 2.81189 -0.41601 -0.15598 -0.470 0.118 0.199
H 5.08490 -1.56046 -0.26535 -0.299 -0.182 0.254
H 6.87674 0.19233 0.74821 0.007 -0.126 -0.195
H 5.49677 2.49107 1.18118 0.153 -0.092 0.098
H 2.89010 1.88542 0.62522 0.127 0.233 0.096
```
Forces are in eV/Å.

Summary:
HOMO energy, eV: -5.60
Total charge: -1
Gap between HOMO and LUMO, eV: 7.2

=====

DFT (ωB97M-V/def2-TZVPD) results for a molecular structure, C31H29F5N2O2S5Tb at a distorted geometry.

```
75
Properties=species:S:1:pos:R:3:forces:R:3
Tb 0.01598 -0.40373 -0.74711 -1.131 0.601 0.653
C -2.01269 2.46558 -2.46480 -0.582 -0.130 0.108
C -0.83697 3.36656 -2.14385 0.607 -0.083 -0.598
S 0.41283 2.65987 -1.00851 -0.448 0.502 0.415
C -0.05591 3.55504 0.54047 1.491 -0.101 -0.075
C -1.34472 3.11171 1.15638 -0.588 -0.100 0.455
S -1.26043 1.37528 1.70393 0.021 -0.328 -0.903
C -3.02191 0.93158 1.67924 -0.792 -0.043 0.521
C -3.32810 -0.50592 1.17557 0.563 0.206 0.730
S -2.75396 -0.90717 -0.49112 0.510 0.447 -0.121
C -3.17033 -1.24370 -3.80977 -0.648 -0.564 0.014
C -2.92522 0.25395 -3.94474 0.248 0.329 -0.015
S -1.38953 0.87898 -3.13179 -0.286 0.306 -0.434
H -2.66893 2.96443 -3.21011 0.482 -0.399 0.280
H -2.62922 2.22404 -1.58317 0.227 0.084 -0.198
H -1.15115 4.34355 -1.76344 0.015 -0.216 0.045
H -0.26196 3.54361 -3.06719 -0.311 0.064 0.237
H -0.05035 4.63500 0.29681 -0.045 -0.560 0.133
H 0.81033 3.36424 1.22378 -0.678 0.179 -0.451
H -2.20210 3.30924 0.49076 0.292 -0.345 0.223
H -1.51704 3.64459 2.09183 0.000 0.422 -0.190
H -3.57648 1.69735 1.10300 0.389 -0.477 0.033
H -3.35677 1.05145 2.73600 0.049 -0.275 -0.696
H -4.40940 -0.63773 1.18190 -0.017 0.061 0.076
H -2.90989 -1.23696 1.88948 -0.132 0.309 -0.208
H -3.66286 -1.49543 -2.86269 0.312 0.159 -0.187
H -3.85586 -1.55468 -4.61793 0.286 0.140 0.330
H -3.76360 0.80532 -3.49232 0.249 -0.277 -0.111
H -2.84700 0.55425 -5.00352 -0.013 -0.156 0.463
C 1.85878 -0.25280 -3.95638 0.199 -0.027 0.195
O 1.91369 -0.08081 -2.49147 0.070 -0.218 -0.809
C 3.18912 0.08632 -1.94148 0.222 0.248 0.087
C 4.32396 0.26984 -2.74839 -0.827 -0.103 0.033
C 5.56015 0.50401 -2.15789 -0.070 -0.333 0.029
C 5.67458 0.53783 -0.77491 0.070 0.147 0.594
C 4.53728 0.39083 0.01656 -0.370 -0.058 0.391
C 3.26263 0.13133 -0.52277 1.239 0.888 -1.178
N 2.11029 -0.08518 0.23627 -0.173 0.054 1.129
N 2.20634 0.25241 1.50295 0.548 -1.032 -0.604
C 1.45313 -0.33632 2.45028 -1.076 0.702 -0.281
C 0.53796 -1.43331 2.22616 -0.058 1.009 -1.670
O 0.25683 -1.80425 1.00205 0.144 0.113 1.301
C -0.18507 -1.92121 3.34090 -0.611 -0.439 1.681
C -0.25886 -1.21801 4.53243 0.639 0.016 -1.414
C 0.51677 -0.03471 4.75153 0.493 0.073 0.228
C 0.50152 0.65868 6.00236 -0.580 -1.051 -0.447
C 1.28054 1.76526 6.19271 0.082 0.228 0.173
C 2.08076 2.22303 5.12405 -0.039 0.109 0.400
C 2.15861 1.52688 3.93993 0.604 0.516 -0.234
C 1.40161 0.37536 3.72720 -0.129 -0.299 0.304
H 2.42249 -1.15645 -4.28852 -0.306 0.720 0.467
H 2.21413 0.65447 -4.47649 0.073 -0.401 0.439
H 0.81377 -0.35882 -4.22773 -0.060 -0.181 0.270
H 4.22739 0.22856 -3.84499 0.172 0.061 0.793
H 6.41717 0.61060 -2.80569 0.136 0.053 0.083
H 6.64186 0.67168 -0.25612 -0.639 0.023 -0.582
H 4.59903 0.49865 1.10410 0.087 -0.262 -0.427
H -0.76281 -2.84539 3.27935 0.067 0.345 -0.425
H -0.94953 -1.51220 5.30220 -0.092 -0.342 0.197
H -0.13730 0.22087 6.78908 0.411 0.491 -0.346
H 1.30204 2.26592 7.16888 -0.054 -0.126 -0.552
H 2.64536 3.14139 5.26686 0.066 -0.230 -0.104
H 2.83860 1.84375 3.14194 -0.326 0.043 0.399
F -1.10505 -5.54653 0.94196 -0.409 0.685 -1.675
C -1.26511 -4.88014 -0.24003 1.105 -0.562 1.395
C -0.17239 -4.15794 -0.72377 0.997 -0.002 1.121
F 1.00613 -4.21537 -0.02039 -1.682 0.214 -1.302
C -0.36944 -3.31910 -1.81324 0.454 0.562 0.459
F 0.57602 -2.28400 -2.00911 -0.345 -1.689 -0.371
C -1.54982 -3.26183 -2.53807 -0.500 -0.671 0.510
S -1.68615 -2.30139 -3.99930 0.192 0.396 -0.335
C -2.56964 -4.10186 -2.06621 -1.320 0.571 -1.090
F -3.78273 -4.08828 -2.70313 1.437 -0.046 0.628
C -2.46237 -4.85671 -0.91909 -1.635 -1.010 0.773
F -3.54905 -5.55540 -0.44170 1.727 1.060 -0.762
```
Forces are in eV/Å.

Summary:
HOMO energy (spin up / spin down), eV: -10.01 / -10.03
Multiplicity: 7
Total charge: +1
Gap between HOMO and LUMO (spin up / spin down), eV: 6.2 / 6.3